Molecular formula: C9H18Cl2N2O2PSSc
Method: DFT, ωB97M-V/def2-TZVPD

**Charge**: +2
**2S+1**: 1
**Relative energy (zero: lowest compared OMol25 entry of this formula, charge and spin)**: 0.000 eV
**HOMO level**: -16.0 eV
**Gap between HOMO and LUMO**: 0.3081 Eh

Last column: Mulliken charge in e.
Element x y z (Å)
C  2.54670  3.84239  1.47459  -0.933
C  1.78005  2.59572  1.23918  0.994
H  3.55303  3.77057  1.02754  0.332
H  2.64323  3.98401  2.55256  0.394
H  2.02119  4.70426  1.04295  0.319
O  1.64255  2.00875  0.15125  -0.296
Cl  0.86178  1.81079  2.70355  -0.114
Sc  -0.41912  1.13267  0.60929  -0.313
P  -0.33604  1.07939  -2.09931  1.385
C  0.57148  -0.02654  -3.22003  -1.357
C  -2.01256  1.01509  -2.82200  -1.237
H  0.00844  3.49397  -1.94553  0.315
H  -0.13925  2.93218  -3.64022  0.458
H  1.39143  2.68626  -2.73405  0.338
C  0.29633  2.70636  -2.65617  -1.269
H  -2.72435  1.52076  -2.15613  0.345
H  -1.99545  1.51575  -3.79737  0.449
H  0.41114  0.26215  -4.26867  0.418
H  0.22341  -1.05513  -3.07482  0.404
H  -2.32174  -0.03073  -2.94233  0.369
H  1.64478  0.00836  -3.00116  0.383
C  0.94284  -0.65242  -0.22803  0.412
O  1.80240  -1.37772  -0.50823  -0.181
Cl  -1.81552  2.98279  0.48880  -0.275
S  -1.88724  -0.85928  1.06688  -0.251
C  -1.14114  -2.20606  1.82184  0.273
N  -1.41495  -2.61256  3.08191  -0.131
C  -1.06611  -4.01281  3.28745  -0.439
C  -0.25895  -4.35040  2.03376  -0.467
N  -0.34812  -3.13462  1.24939  0.046
H  -2.10306  -2.11149  3.63367  0.271
H  -1.97361  -4.63014  3.33906  0.291
H  -0.49061  -4.14401  4.20968  0.308
H  -0.70346  -5.19005  1.49000  0.290
H  0.77628  -4.60472  2.27164  0.314
H  0.03420  -3.05354  0.31907  0.157